DFT (ωB97M-V with the def2-TZVPD basis set) results for a cluster of 4 separate species, C14H10Cl8F2 in total at a distorted geometry.

## Properties
Highest occupied orbital energy (alpha / beta) ... -0.025 / -0.233 Ha
DFT total energy ... -4420.6716 a.u.
ΔE to the lowest compared entry with this formula, charge and spin ... 6.0 kcal per mole
F_max ... 3.07 eV Å⁻¹
Expectation value of S² ... 0.753
Total charge ... -1
Spin multiplicity ... 2

Positions of all 34 atoms, in Å:
1 F -14.73 33.07 -4.82
2 C -13.57 32.37 -5.00
3 C -12.45 32.83 -4.29
4 C -11.23 32.16 -4.31
5 C -11.08 30.93 -5.02
6 C -12.22 30.47 -5.77
7 C -13.38 31.24 -5.78
8 H -12.61 33.73 -3.72
9 H -10.30 32.48 -3.87
10 H -10.21 30.30 -5.04
11 H -12.06 29.52 -6.26
12 H -14.17 30.88 -6.43
13 F -12.25 34.27 -0.62
14 C -13.60 34.55 -0.44
15 C -14.49 33.85 -1.25
16 C -15.90 34.11 -1.15
17 C -16.27 35.10 -0.32
18 C -15.35 35.82 0.48
19 C -14.03 35.52 0.43
20 H -14.09 33.12 -1.94
21 H -16.78 33.69 -1.62
22 H -17.33 35.14 -0.15
23 H -15.69 36.77 0.86
24 H -13.29 36.17 0.87
25 C -9.12 26.98 -4.60
26 Cl -8.80 28.50 -3.61
27 Cl -9.54 27.69 -6.20
28 Cl -7.68 26.00 -4.80
29 Cl -10.57 26.09 -3.98
30 C -9.61 31.09 -0.39
31 Cl -8.71 32.30 -1.38
32 Cl -10.38 30.06 -1.60
33 Cl -8.48 30.20 0.71
34 Cl -10.88 31.98 0.56

=====

DFT (ωB97M-V with the def2-TZVPD basis set) results for a structure of composition C14H10MnN2OS2.

## Properties
Highest occupied orbital energy (alpha / beta) ... -0.282 / -0.295 Ha
DFT total energy ... -2671.6202 a.u.
ΔE to the lowest compared entry with this formula, charge and spin ... 0.5 kcal per mole
F_max ... 0.24 eV Å⁻¹
Expectation value of S² ... 8.759
Spin multiplicity ... 6

Positions of all 30 atoms, in Å:
1 Mn -0.62 -0.21 0.73
2 S -4.21 1.04 -1.74
3 C -4.52 1.74 -0.21
4 C -3.55 1.44 0.70
5 C -2.49 0.63 0.19
6 C -2.74 0.34 -1.14
7 C -1.87 -0.47 -1.97
8 C -2.12 -0.77 -3.31
9 C -1.23 -1.56 -4.01
10 C -0.09 -2.05 -3.37
11 C 0.09 -1.71 -2.05
12 N -0.76 -0.95 -1.36
13 H -5.41 2.33 -0.06
14 H -3.59 1.80 1.72
15 H -3.01 -0.38 -3.79
16 H -1.41 -1.80 -5.05
17 H 0.62 -2.67 -3.89
18 H 0.96 -2.06 -1.50
19 O 1.12 0.92 0.75
20 N 2.06 0.67 1.65
21 C 3.13 1.48 1.64
22 C 4.17 1.31 2.52
23 C 4.09 0.26 3.44
24 C 2.99 -0.56 3.43
25 C 1.94 -0.37 2.52
26 S 0.56 -1.39 2.52
27 H 3.08 2.26 0.89
28 H 5.01 1.99 2.49
29 H 4.89 0.10 4.15
30 H 2.90 -1.38 4.13

=====

DFT (ωB97M-V with the def2-TZVPD basis set) results for the molecule C14H10N4OS at a distorted geometry.

## Properties
Highest occupied orbital energy ... -0.277 Ha
DFT total energy ... -1231.9608 a.u.
ΔE to the lowest compared entry with this formula, charge and spin ... 1.9 kcal per mole
F_max ... 3.25 eV Å⁻¹
SMILES string ... COc1ccc2c(n1)Sc1nc3ccccc3nc1N2

Positions of all 30 atoms, in Å:
1 N 0.89 -2.16 2.28
2 N -0.96 2.26 0.40
3 N -1.08 0.82 -2.03
4 O 2.23 -4.00 2.86
5 S -0.55 0.05 1.90
6 C 1.51 -3.29 1.94
7 C -0.78 0.91 0.36
8 C 0.24 -1.46 1.36
9 C -0.86 0.21 -0.85
10 C 1.49 -3.77 0.64
11 C 0.80 -3.05 -0.35
12 C -1.69 4.89 -1.97
13 C -1.73 4.15 -3.17
14 C 0.16 -1.85 -0.01
15 C -1.43 4.27 -0.76
16 C -1.48 2.77 -3.19
17 C -1.18 2.90 -0.76
18 C -1.27 2.12 -1.99
19 N -0.60 -1.16 -0.98
20 C 2.62 -3.33 4.06
21 H 2.00 -4.65 0.35
22 H 0.78 -3.38 -1.36
23 H -1.84 5.97 -1.95
24 H -1.89 4.71 -4.10
25 H -1.28 4.87 0.15
26 H -1.59 2.19 -4.12
27 H -0.68 -1.54 -1.93
28 H 1.74 -3.05 4.65
29 H 3.25 -4.01 4.70
30 H 3.19 -2.41 3.85

=====

DFT (ωB97M-V with the def2-TZVPD basis set) results for a structure of composition C14H11ClN4NiO2S at a distorted geometry.

## Properties
Highest occupied orbital energy (alpha / beta) ... -0.260 / -0.258 Ha
DFT total energy ... -3276.1210 a.u.
ΔE to the lowest compared entry with this formula, charge and spin ... 86.7 kcal per mole
F_max ... 5.39 eV Å⁻¹
Expectation value of S² ... 2.072
Spin multiplicity ... 3

Positions of all 34 atoms, in Å:
1 Ni -2.12 0.98 0.39
2 N -5.80 0.06 -0.18
3 C -4.60 0.53 0.18
4 S -3.26 -0.62 0.50
5 N -4.46 1.84 0.22
6 N -3.26 2.27 0.28
7 C -2.71 3.43 0.15
8 C -1.22 3.35 0.21
9 C -0.32 4.38 0.01
10 C 1.05 4.09 -0.02
11 C 1.49 2.78 0.00
12 C 0.58 1.78 0.22
13 N -0.74 2.11 0.36
14 H -6.08 -0.91 -0.18
15 H -6.58 0.74 -0.08
16 H -3.27 4.33 -0.03
17 H -0.69 5.39 -0.09
18 H 1.78 4.91 0.03
19 H 2.54 2.60 -0.10
20 H 0.83 0.72 0.18
21 Cl 5.93 -3.22 0.32
22 C 4.33 -3.16 -0.23
23 C 3.85 -1.89 -0.34
24 C 2.53 -1.56 -0.26
25 C 1.59 -2.58 -0.35
26 O 0.37 -2.24 -0.43
27 C 2.12 -3.95 -0.20
28 C 1.00 -4.80 0.11
29 O 1.04 -5.91 0.53
30 C 3.48 -4.31 -0.24
31 H 4.54 -1.06 -0.36
32 H 2.22 -0.52 -0.24
33 H 0.06 -4.21 -0.20
34 H 3.78 -5.34 -0.17

=====

DFT (ωB97M-V with the def2-TZVPD basis set) results for a structure of composition C14H11F6N3O5S2Se2Ti at a distorted geometry.

## Properties
Highest occupied orbital energy ... -0.267 Ha
DFT total energy ... -8128.4577 a.u.
ΔE to the lowest compared entry with this formula, charge and spin ... 38.0 kcal per mole
F_max ... 2.62 eV Å⁻¹

Positions of all 44 atoms, in Å:
1 Ti -0.25 0.09 -1.18
2 F 5.77 -0.74 -1.37
3 C 4.71 -0.33 -2.05
4 F 4.89 0.93 -2.44
5 F 4.52 -1.10 -3.11
6 S 3.20 -0.40 -0.97
7 O 2.10 -0.02 -1.84
8 O 3.45 0.43 0.16
9 N 3.13 -1.97 -0.67
10 S 1.68 -2.39 -0.28
11 O 0.87 -1.23 0.12
12 O 1.58 -3.56 0.51
13 C 0.84 -2.91 -1.88
14 F -0.39 -3.33 -1.53
15 F 0.69 -1.89 -2.76
16 F 1.47 -3.90 -2.47
17 Se -2.14 -0.62 -2.84
18 Se 0.61 2.00 -2.94
19 C 0.92 2.52 -1.17
20 C 1.34 3.80 -0.77
21 C 1.45 4.07 0.57
22 C 1.16 3.07 1.51
23 C 0.74 1.85 1.07
24 N 0.59 1.59 -0.25
25 C -2.49 -1.46 -1.21
26 C -3.43 -2.47 -0.98
27 C -3.54 -2.98 0.30
28 C -2.73 -2.48 1.32
29 C -1.80 -1.52 1.01
30 N -1.68 -1.02 -0.23
31 H 1.54 4.54 -1.54
32 H 1.74 5.06 0.90
33 H 1.26 3.27 2.57
34 H 0.51 1.05 1.75
35 H -4.04 -2.83 -1.80
36 H -4.26 -3.77 0.51
37 H -2.81 -2.85 2.33
38 H -1.14 -1.11 1.77
39 C -2.68 1.55 0.35
40 C -1.77 1.56 -0.87
41 O -1.86 2.49 -1.61
42 H -3.58 1.00 0.09
43 H -2.95 2.58 0.58
44 H -2.22 1.08 1.22

=====

DFT (ωB97M-V with the def2-TZVPD basis set) results for a structure of composition C14H11I2NS6Ti.

## Properties
Highest occupied orbital energy ... -0.281 Ha
DFT total energy ... -4428.8816 a.u.
ΔE to the lowest compared entry with this formula, charge and spin ... 5.6 kcal per mole
F_max ... 0.47 eV Å⁻¹

Positions of all 35 atoms, in Å:
1 Ti 1.56 0.97 -1.47
2 S -0.13 -3.06 -0.89
3 C -0.09 -2.94 -2.60
4 C 0.39 -1.74 -3.02
5 C 0.74 -0.86 -1.95
6 C 0.50 -1.47 -0.73
7 C 0.82 -0.88 0.57
8 C 0.70 -1.53 1.79
9 C 1.11 -0.88 2.94
10 C 1.63 0.41 2.87
11 C 1.69 1.01 1.63
12 N 1.31 0.37 0.52
13 H -0.44 -3.76 -3.20
14 H 0.49 -1.47 -4.06
15 H 0.31 -2.54 1.83
16 H 1.04 -1.39 3.89
17 H 1.95 0.94 3.75
18 H 2.06 2.02 1.50
19 I 4.11 0.16 -1.33
20 C 2.18 2.68 -2.53
21 I 1.67 1.65 -4.31
22 H 3.24 2.89 -2.56
23 H 1.58 3.58 -2.49
24 C -2.27 0.82 3.22
25 S -1.59 1.80 1.86
26 C -2.08 0.87 0.46
27 C -1.62 1.12 -0.78
28 S -0.40 2.30 -1.23
29 S -2.36 0.20 -2.07
30 C -3.35 -0.81 -1.09
31 S -4.31 -2.02 -1.67
32 S -3.26 -0.41 0.60
33 H -2.00 1.36 4.12
34 H -1.83 -0.18 3.25
35 H -3.35 0.76 3.17

=====

DFT (ωB97M-V with the def2-TZVPD basis set) results for a structure of composition C14H11MoN9O5SSe.

## Properties
Highest occupied orbital energy ... -0.577 Ha
DFT total energy ... -4276.0959 a.u.
ΔE to the lowest compared entry with this formula, charge and spin ... 0.0 kcal per mole
F_max ... 0.61 eV Å⁻¹
Total charge ... +2

Positions of all 42 atoms, in Å:
1 Mo 0.89 -0.30 0.26
2 N -1.88 -2.29 1.56
3 C -1.99 -0.93 1.65
4 N -3.02 -0.26 2.14
5 N -2.73 1.01 1.98
6 N -1.57 1.12 1.43
7 N -1.04 -0.10 1.19
8 C -0.73 -2.79 1.03
9 N -0.51 -3.91 0.39
10 N 0.75 -3.81 -0.08
11 N 1.30 -2.71 0.30
12 N 0.41 -2.04 1.07
13 H -2.71 -2.87 1.64
14 O 0.76 1.59 0.63
15 Se -0.50 2.78 0.61
16 O -1.32 2.52 -0.86
17 O 0.49 -0.45 -1.32
18 O -0.09 3.40 -0.99
19 O 2.75 -0.25 0.42
20 S 3.99 -1.15 -0.23
21 C 3.61 -1.18 -1.92
22 C 3.88 -0.11 -2.78
23 C 3.51 -0.23 -4.10
24 C 2.91 -1.41 -4.56
25 C 2.67 -2.47 -3.70
26 C 3.02 -2.36 -2.37
27 C 5.31 -0.04 0.04
28 C 5.17 1.35 0.01
29 C 6.29 2.12 0.22
30 C 7.52 1.52 0.45
31 C 7.65 0.14 0.49
32 C 6.53 -0.66 0.30
33 H 4.37 0.79 -2.43
34 H 3.71 0.58 -4.79
35 H 2.64 -1.49 -5.60
36 H 2.22 -3.38 -4.07
37 H 2.86 -3.19 -1.68
38 H 4.20 1.80 -0.16
39 H 6.21 3.20 0.21
40 H 8.39 2.14 0.61
41 H 8.61 -0.32 0.69
42 H 6.61 -1.74 0.35

=====

DFT (ωB97M-V with the def2-TZVPD basis set) results for a structure of composition C14H11N3S2Tl.

## Properties
Highest occupied orbital energy (alpha / beta) ... -0.584 / -0.570 Ha
DFT total energy ... -1672.2567 a.u.
ΔE to the lowest compared entry with this formula, charge and spin ... 10.0 kcal per mole
F_max ... 0.18 eV Å⁻¹
Total charge ... +3

Positions of all 31 atoms, in Å:
1 Tl -1.05 -0.34 0.80
2 S -4.10 5.63 6.92
3 C -3.55 4.41 5.73
4 N -3.73 4.71 4.51
5 C -4.34 5.96 4.40
6 C -4.69 6.59 3.25
7 C -5.31 7.87 3.33
8 C -5.57 8.50 4.55
9 C -5.23 7.88 5.73
10 C -4.61 6.60 5.65
11 H -3.10 3.50 6.09
12 H -4.51 6.14 2.29
13 H -5.59 8.37 2.41
14 H -6.05 9.47 4.57
15 H -5.42 8.34 6.69
16 N 1.71 -7.74 -2.64
17 C 2.71 -7.14 -3.25
18 N 2.81 -5.80 -3.26
19 C 3.88 -5.44 -3.95
20 C 4.29 -4.09 -4.18
21 C 5.41 -3.86 -4.92
22 C 6.16 -4.94 -5.45
23 C 5.79 -6.27 -5.25
24 C 4.67 -6.51 -4.51
25 S 3.95 -8.03 -4.10
26 H 1.02 -7.18 -2.18
27 H 1.61 -8.74 -2.63
28 H 3.69 -3.29 -3.77
29 H 5.74 -2.85 -5.11
30 H 7.04 -4.72 -6.04
31 H 6.39 -7.07 -5.67

=====

DFT (ωB97M-V with the def2-TZVPD basis set) results for the molecule C14H11NO6 at a distorted geometry.

## Properties
Highest occupied orbital energy ... -0.332 Ha
DFT total energy ... -1046.2891 a.u.
ΔE to the lowest compared entry with this formula, charge and spin ... 3.3 kcal per mole
F_max ... 3.64 eV Å⁻¹
SMILES string ... Cc1c(O)c2c(c3c1O[C@](C)(O)C3=O)C(=O)C=C(N)C2=O

Positions of all 32 atoms, in Å:
1 O -0.50 -1.90 -3.39
2 O 3.09 0.86 -0.53
3 O 1.81 2.37 1.51
4 O -2.45 -1.59 -1.62
5 O -0.47 2.87 3.26
6 O -1.25 0.83 2.41
7 C 0.20 -1.13 -2.72
8 C 2.13 0.38 -1.16
9 C 0.92 1.53 1.64
10 C 2.46 -0.04 -2.55
11 C 1.55 -0.76 -3.28
12 C -1.51 -0.87 -0.87
13 C -0.94 0.34 1.17
14 C -0.20 -0.61 -1.38
15 C 0.35 0.64 0.64
16 C 0.74 0.15 -0.63
17 C -1.84 -0.44 0.45
18 N 2.00 -1.20 -4.54
19 C -3.17 -0.87 1.08
20 C 0.60 0.80 3.96
21 C -0.06 1.56 2.83
22 H -2.03 -1.92 -2.43
23 H -0.98 3.30 2.60
24 H 3.46 0.20 -2.96
25 H 1.36 -1.78 -5.06
26 H 2.98 -1.43 -4.61
27 H -3.11 -1.19 2.13
28 H -3.93 -0.06 1.00
29 H -3.55 -1.74 0.53
30 H -0.07 0.71 4.79
31 H 0.83 -0.24 3.59
32 H 1.59 1.24 4.17

=====

DFT (ωB97M-V with the def2-TZVPD basis set) results for a structure of composition C14H12AsMoN5O7S4.

## Properties
Highest occupied orbital energy (alpha / beta) ... -0.089 / -0.094 Ha
DFT total energy ... -5238.1360 a.u.
ΔE to the lowest compared entry with this formula, charge and spin ... 5.7 kcal per mole
F_max ... 0.65 eV Å⁻¹
Expectation value of S² ... 2.023
Total charge ... -2
Spin multiplicity ... 3

Positions of all 44 atoms, in Å:
1 Mo 1.71 -1.22 -0.75
2 N 2.04 -0.42 1.37
3 C 2.29 -1.37 2.46
4 C 1.17 -2.40 2.53
5 C 1.25 -3.42 1.40
6 O 1.16 -4.61 1.64
7 O 1.43 -2.92 0.21
8 H 2.83 0.22 1.26
9 H 1.24 0.17 1.58
10 H 2.37 -0.85 3.42
11 H 3.24 -1.87 2.27
12 H 0.20 -1.89 2.45
13 H 1.19 -2.94 3.47
14 S 4.69 -3.39 -3.94
15 As 3.86 -1.64 -3.17
16 S 4.11 -1.46 -0.97
17 S 1.59 -1.82 -2.97
18 S 4.26 0.18 -4.17
19 N 1.91 2.13 -2.77
20 C 1.61 1.93 -1.48
21 O 1.80 0.78 -0.99
22 C 1.09 2.98 -0.68
23 C 0.81 2.70 0.68
24 N 0.58 2.48 1.79
25 C 0.95 4.29 -1.19
26 N 0.83 5.36 -1.61
27 H 2.45 1.40 -3.25
28 H 1.88 3.06 -3.15
29 O -1.52 -2.59 -0.65
30 C -1.40 -1.40 -0.41
31 O -0.31 -0.71 -0.36
32 C -2.64 -0.60 -0.03
33 C -3.85 -1.28 0.04
34 C -5.02 -0.60 0.38
35 C -4.98 0.75 0.66
36 C -3.76 1.41 0.57
37 C -2.58 0.76 0.24
38 N -3.73 2.85 0.85
39 O -2.69 3.45 0.64
40 O -4.75 3.37 1.27
41 H -3.85 -2.33 -0.19
42 H -5.96 -1.14 0.43
43 H -5.86 1.31 0.93
44 H -1.64 1.29 0.20

=====

DFT (ωB97M-V with the def2-TZVPD basis set) results for a structure of composition C14H12AuN3S4 at a distorted geometry.

## Properties
Highest occupied orbital energy (alpha / beta) ... -0.265 / -0.266 Ha
DFT total energy ... -2433.3384 a.u.
F_max ... 2.49 eV Å⁻¹

Positions of all 34 atoms, in Å:
1 Au -1.09 -0.09 -0.57
2 C -0.84 -4.98 -1.68
3 S -1.76 -4.16 -3.03
4 C -1.53 -2.49 -2.46
5 S -2.62 -1.93 -1.27
6 N -0.61 -1.79 -3.03
7 N -0.30 -0.62 -2.52
8 C 0.26 0.33 -3.19
9 C 0.59 1.55 -2.52
10 C 1.58 2.44 -2.97
11 C 1.86 3.56 -2.23
12 C 1.14 3.81 -1.06
13 C 0.16 2.90 -0.69
14 N -0.10 1.82 -1.40
15 H -0.96 -6.05 -1.84
16 H -1.26 -4.70 -0.72
17 H 0.20 -4.70 -1.75
18 H 0.48 0.20 -4.25
19 H 2.11 2.22 -3.88
20 H 2.64 4.25 -2.54
21 H 1.33 4.68 -0.46
22 H -0.44 3.05 0.19
23 S 0.89 -0.82 0.89
24 C 0.30 -0.34 2.44
25 C 1.08 -0.70 3.55
26 C 0.74 -0.31 4.82
27 C -0.40 0.47 5.02
28 C -1.19 0.82 3.96
29 C -0.87 0.42 2.65
30 S -1.99 0.87 1.42
31 H 1.96 -1.30 3.36
32 H 1.36 -0.60 5.66
33 H -0.66 0.79 6.02
34 H -2.08 1.41 4.10

=====

DFT (ωB97M-V with the def2-TZVPD basis set) results for a structure of composition C14H12BCl7F2N2OSn at a distorted geometry.

## Properties
Highest occupied orbital energy ... -0.547 Ha
DFT total energy ... -4385.1294 a.u.
ΔE to the lowest compared entry with this formula, charge and spin ... 21.2 kcal per mole
F_max ... 1.88 eV Å⁻¹
Total charge ... +2

Positions of all 40 atoms, in Å:
1 Sn -0.78 -1.38 -0.53
2 Cl 1.64 -4.00 -1.17
3 C 1.23 -3.02 -2.51
4 C 0.35 -1.97 -2.36
5 C -0.03 -1.18 -3.42
6 Cl -1.19 0.04 -3.08
7 C 0.50 -1.40 -4.69
8 Cl 0.05 -0.39 -6.00
9 C 1.40 -2.46 -4.86
10 Cl 2.04 -2.78 -6.40
11 C 1.77 -3.28 -3.77
12 Cl 2.85 -4.58 -3.99
13 Cl -2.01 -4.00 -0.91
14 C -1.70 -5.22 0.31
15 Cl -0.70 -4.55 1.62
16 H -1.17 -6.05 -0.16
17 H -2.65 -5.53 0.74
18 O 1.57 -2.69 1.64
19 C 0.70 -2.64 0.93
20 F -3.94 -1.42 0.59
21 B -2.90 -0.69 0.59
22 F -2.87 0.47 1.15
23 N 0.42 0.28 0.29
24 C 0.64 1.29 0.85
25 N 0.93 2.33 1.48
26 C 1.01 2.34 2.95
27 C 0.13 3.48 3.50
28 C -0.88 3.93 2.44
29 C -0.13 4.54 1.25
30 C 1.07 3.65 0.86
31 H 2.05 2.49 3.23
32 H 0.68 1.37 3.31
33 H 0.74 4.33 3.77
34 H -0.38 3.14 4.39
35 H -1.55 4.67 2.86
36 H -1.49 3.08 2.12
37 H 0.25 5.52 1.54
38 H -0.80 4.67 0.41
39 H 2.01 4.07 1.24
40 H 1.15 3.54 -0.22